92
Properties=species:S:1:pos:R:3 method="wB97M-V/def2-TZVPD" s_squared=3.752 spin_multiplicity=4 gap_ev="6.525 / 6.564" charge=+1
Er -0.98 0.63 -0.12
C -2.66 -5.67 -3.91
C -2.21 -4.38 -3.32
C -1.35 -3.54 -4.12
C -0.82 -2.38 -3.56
C -1.12 -1.96 -2.23
N -0.43 -0.94 -1.63
C 0.95 -0.84 -1.80
C 1.75 -1.99 -1.65
C 3.14 -1.92 -1.57
C 3.80 -0.67 -1.74
C 5.27 -0.56 -1.67
C 3.03 0.46 -2.04
C 1.62 0.42 -1.98
N 0.93 1.59 -2.39
C 1.28 2.61 -3.24
C 0.18 3.45 -3.41
C -0.83 2.87 -2.66
N -0.38 1.75 -2.03
C -2.24 -2.64 -1.65
C -2.59 -3.97 -2.03
N -3.10 -2.03 -0.63
C -4.31 -2.48 -0.19
C -4.88 -1.54 0.66
C -4.02 -0.43 0.58
N -2.90 -0.71 -0.10
H -1.92 -6.13 -4.60
H -3.60 -5.58 -4.53
H -2.94 -6.37 -3.12
H -1.11 -3.86 -5.15
H -0.09 -1.79 -4.11
H 1.24 -2.97 -1.55
H 3.80 -2.83 -1.54
H 5.83 -1.23 -2.32
H 5.68 -0.72 -0.67
H 5.65 0.43 -2.04
H 3.52 1.39 -2.22
H 2.27 2.67 -3.69
H 0.17 4.35 -3.99
H -1.85 3.23 -2.65
H -3.26 -4.58 -1.44
H -4.75 -3.42 -0.50
H -5.77 -1.58 1.29
H -4.32 0.60 0.85
C 0.23 4.93 2.47
C 0.41 3.74 1.50
C 1.36 4.03 0.35
C -0.97 3.26 1.01
C -1.72 2.33 1.77
C -3.13 2.41 1.73
C -3.81 3.21 0.82
C -5.30 3.30 0.80
C -3.05 3.96 -0.09
C -1.66 4.10 0.12
H 1.23 5.25 2.84
H -0.43 4.67 3.28
H -0.21 5.79 1.89
H 0.87 2.95 2.13
H 0.95 4.72 -0.47
H 1.69 3.10 -0.14
H 2.28 4.55 0.69
H -1.25 1.67 2.50
H -3.69 1.82 2.44
H -5.74 3.01 -0.18
H -5.68 4.35 0.94
H -5.71 2.67 1.58
H -3.55 4.48 -0.90
H -1.09 4.87 -0.43
N 0.27 -0.11 1.41
C 1.19 -0.78 1.96
C 1.17 -2.32 2.03
C 2.18 -3.09 2.63
C 2.05 -4.46 2.67
C 0.87 -5.12 2.33
C -0.14 -4.33 1.76
C -0.03 -2.97 1.66
C 2.39 -0.05 2.57
C 3.72 -0.35 2.25
C 4.79 0.30 2.89
C 4.51 1.27 3.85
C 3.19 1.69 4.04
C 2.11 1.01 3.45
H 3.10 -2.67 3.06
H 2.92 -5.05 2.98
H 0.75 -6.18 2.61
H -1.03 -4.80 1.37
H -0.88 -2.37 1.34
H 3.95 -1.16 1.51
H 5.83 0.05 2.63
H 5.31 1.67 4.47
H 2.98 2.55 4.67
H 1.08 1.33 3.60

---

59
Properties=species:S:1:pos:R:3 method="wB97M-V/def2-TZVPD" gap_ev=6.349 charge=-1
Cs 0.06 1.63 -0.81
S -4.84 -3.97 2.15
C -6.06 -3.11 2.96
C -5.64 -1.83 3.36
C -4.34 -1.57 2.95
C -3.74 -2.60 2.29
C -2.42 -2.52 1.59
C -2.08 -1.34 0.92
N -1.05 -1.31 0.11
C -0.19 -2.35 0.03
C -0.36 -3.56 0.77
C 0.60 -4.62 0.79
C 1.77 -4.50 0.04
C 2.01 -3.31 -0.70
C 3.23 -3.11 -1.39
C 3.41 -1.99 -2.19
C 2.38 -1.03 -2.24
N 1.31 -1.15 -1.48
C 1.05 -2.27 -0.77
C 4.68 -1.67 -2.84
C 5.04 -0.34 -3.10
C 6.27 -0.28 -3.76
C 6.88 -1.48 -4.02
S 5.88 -2.80 -3.50
C -1.57 -3.62 1.48
H -6.97 -3.58 3.23
H -6.25 -1.13 3.94
H -3.81 -0.64 3.19
H -2.65 -0.39 1.00
H 0.42 -5.54 1.32
H 2.53 -5.28 0.10
H 4.00 -3.83 -1.30
H 2.37 -0.17 -2.90
H 4.44 0.52 -2.81
H 6.73 0.71 -4.00
H 7.87 -1.64 -4.47
H -1.83 -4.55 2.00
O 2.93 4.18 -3.89
Cl 2.08 3.56 -2.88
O 2.52 2.11 -2.75
O 2.32 4.18 -1.57
O 0.70 3.59 -3.18
Se 0.61 0.77 3.94
C 0.95 1.96 2.61
N 1.09 2.83 1.77
C -3.63 2.46 2.38
N -2.54 3.21 1.78
C -2.62 4.14 0.81
S -4.02 4.45 -0.06
N -1.36 4.62 0.49
C -1.12 5.77 -0.38
H -4.58 2.87 1.99
H -3.55 2.46 3.46
H -3.55 1.39 2.03
H -1.59 3.02 2.10
H -0.68 4.57 1.25
H -1.54 5.55 -1.36
H -0.04 5.87 -0.50
H -1.52 6.67 0.03

---

21
Properties=species:S:1:pos:R:3 method="wB97M-V/def2-TZVPD" gap_ev=11.239 charge=+1
N 0.99 -0.42 -0.36
C -0.39 0.02 -0.61
C -0.63 -0.25 -2.12
N -1.80 0.20 -2.59
O 0.24 -0.84 -2.74
H 1.47 -0.85 -1.15
H 1.60 0.41 -0.21
H 1.23 -0.86 0.54
H -0.54 1.04 -0.28
H -1.09 -0.57 -0.03
H -2.38 0.83 -2.08
H -1.99 0.01 -3.56
H 3.56 0.89 0.67
H 2.97 2.19 1.35
O 2.77 1.33 0.98
H 0.80 -0.80 2.81
H 0.90 -2.31 3.02
O 1.01 -1.62 2.36
H -2.68 0.18 1.98
H -3.44 0.92 0.91
O -2.58 0.51 1.08

---

14
Properties=species:S:1:pos:R:3 method="wB97M-V/def2-TZVPD" smiles="C[C@H]1CNC(=O)O1" gap_ev=11.109
C 0.77 -0.09 1.59
C 0.45 0.55 0.25
C 0.50 -0.43 -0.93
N -0.90 -0.60 -1.30
C -1.70 0.25 -0.50
O -2.90 0.31 -0.48
O -0.91 1.01 0.29
H 0.09 -0.92 1.77
H 0.64 0.65 2.38
H 1.80 -0.45 1.59
H 1.09 1.41 0.05
H 0.98 -1.39 -0.71
H 1.03 0.02 -1.78
H -0.86 -0.24 -2.25

---

18
Properties=species:S:1:pos:R:3 method="wB97M-V/def2-TZVPD" gap_ev=8.435
C -1.90 -1.00 -0.29
C -2.46 0.04 0.63
C 0.95 0.51 1.21
C 1.65 0.03 0.16
N -0.83 -1.45 -0.56
N 0.15 -1.98 -1.09
N -2.12 1.28 0.20
N 1.54 0.72 -1.07
O -3.17 -0.23 1.57
O 0.62 1.50 -1.09
O 2.26 0.43 -1.99
O 2.70 -0.75 0.21
H 0.69 -0.10 2.04
H 0.29 1.36 1.11
H 0.60 -2.73 -0.48
H -1.51 1.44 -0.64
H -2.44 2.06 0.82
H 2.97 -1.14 -0.72

---

11
Properties=species:S:1:pos:R:3 method="wB97M-V/def2-TZVPD" smiles="NS(=O)(=O)OC(=S)S" gap_ev=8.769
C 1.08 0.16 -1.84
N -1.19 0.52 1.24
O 0.06 2.46 0.23
O -1.96 1.69 -0.87
O 0.06 0.16 -0.69
S 0.97 1.51 -2.75
S 2.05 -1.20 -1.57
S -0.81 1.37 -0.07
H -1.10 1.00 2.19
H -1.94 -0.06 1.16
H 2.89 -1.36 -2.68